C9H24BCeO3PS as an isolated structure at a distorted geometry, computed with the ωB97M-V functional and the def2-TZVPD basis.

For the orbital gap (spin up / spin down), the calculation gives 0.12712 / 0.12127 Eh. The spin multiplicity is 2. The value obtained for the LUMO energy (spin up / spin down) is -0.495 / -0.487 Ha. The calculation puts the maximum force at 3.05 eV Å⁻¹. As for the net charge: +3.

XYZ file:
```
40
Properties=species:S:1:pos:R:3:forces:R:3
C -3.266831 -2.274452 -0.152628 0.0 0.3 -0.1
C -2.116586 -1.896047 -1.167720 -0.2 -0.8 -0.7
O -2.165859 -0.517057 -1.492003 0.8 -0.1 2.4
B -1.518407 0.297052 -0.527417 -2.8 1.1 -0.3
O -2.291885 1.286484 0.126324 1.7 -1.3 -1.8
P 0.349680 0.219550 -0.039710 1.7 0.0 -1.5
C 0.932531 0.600948 -1.818300 -0.4 0.4 -1.3
C 0.933852 2.120221 -2.148506 0.9 -0.3 -0.6
C 1.989377 2.960728 -1.357864 -1.0 0.1 1.3
C 1.227915 4.177213 -0.727805 1.0 0.4 -1.4
O 0.090388 3.744793 0.027542 0.0 -0.7 0.1
C -0.101352 -0.261854 1.824018 0.2 -0.8 2.1
S -0.551494 -2.022805 2.025255 -1.3 0.1 0.8
C 0.867123 -3.148421 1.664466 1.4 0.2 -0.3
C 2.243189 -2.668058 2.252249 0.0 -0.5 -0.3
H -3.170499 -1.688038 0.850613 0.5 0.7 -2.5
H -4.221286 -1.945255 -0.619957 0.3 -0.5 0.4
H -3.256002 -3.401341 0.099309 0.0 1.0 -0.7
H -1.109877 -2.239329 -0.831723 -0.6 0.3 0.1
H -2.344073 -2.454245 -2.102661 0.1 0.2 0.6
H -1.882958 2.137979 -0.130352 -0.2 0.5 0.7
H 1.167343 -0.968641 -0.070049 -0.4 0.4 0.2
H 0.917092 1.424561 0.499721 -0.3 -0.5 0.0
H 1.908536 0.091115 -1.991669 -0.5 0.5 0.3
H 0.194638 0.120846 -2.511015 0.6 0.1 0.6
H -0.095746 2.537938 -2.083789 0.7 -0.2 0.2
H 1.207665 2.205000 -3.226688 -0.3 -0.2 0.6
H 2.855100 3.273820 -1.972020 -0.7 0.0 0.2
H 2.428929 2.378343 -0.506702 -0.2 0.2 -0.6
H 1.915444 4.822392 -0.141729 -0.5 -0.4 -0.2
H 0.847741 4.767790 -1.592265 0.2 -0.1 0.7
H 0.154959 4.040307 0.936546 0.1 0.3 0.1
H 0.813212 -0.065576 2.437173 -0.6 -0.3 -0.4
H -0.919679 0.357366 2.252765 0.3 -0.4 -0.5
H 0.639865 -4.151737 2.074309 -0.4 0.7 -0.2
H 0.984506 -3.206485 0.559882 -0.4 -0.1 0.7
H 2.166882 -2.075499 3.181547 0.0 -0.2 -0.5
H 2.829065 -2.161036 1.458293 -0.4 0.0 0.7
H 2.822511 -3.586484 2.495876 -0.4 0.6 -0.1
Ce -3.475008 -2.832088 2.446685 1.3 -0.5 1.4
```
Positions in Å, forces in eV/Å.

=====

C9H24BIN2O5 as an isolated structure at a distorted geometry, computed with the ωB97M-V functional and the def2-TZVPD basis.

For the orbital gap, the calculation gives 0.34865 Eh. The value obtained for the LUMO energy is 0.012 Ha. The calculation puts the maximum force at 1.22 eV Å⁻¹. As for the net charge: 0.

XYZ file:
```
42
Properties=species:S:1:pos:R:3:forces:R:3
C -0.317586 -1.373578 -0.394506 0.7 -0.6 0.1
O 0.477892 -0.643802 -1.316455 -0.5 0.2 0.1
C -0.163237 0.013665 -2.377630 0.9 -0.2 -0.1
I -2.159008 0.795226 -1.947493 -0.2 0.0 0.1
B -0.412417 -0.976531 -3.608189 0.0 0.0 -0.1
O -0.174887 -0.642553 -4.917369 -1.1 0.4 -0.3
O -0.904350 -2.226868 -3.356939 -0.6 0.0 0.3
C 0.735087 1.210030 -2.718995 0.5 -0.4 0.3
N 1.972299 0.635314 -3.266305 -0.4 -0.2 0.1
C 1.028838 2.100464 -1.501386 -0.4 0.6 -0.1
C 0.154203 3.319957 -1.322283 -0.1 -0.1 0.1
N -0.266476 4.097864 -2.219676 0.1 0.1 -0.3
H 0.367904 -2.035623 0.125420 0.3 -0.1 0.1
H -0.755766 -0.745879 0.363250 -0.3 0.4 -0.2
H -1.046621 -2.014507 -0.872134 -0.3 0.1 -0.2
H -0.645060 0.156897 -5.196930 0.6 0.0 0.0
H -1.616129 -2.408128 -3.994252 0.7 -0.3 0.0
H 0.240697 1.762209 -3.508437 0.0 0.2 -0.2
H 2.465640 0.197091 -2.497655 0.3 0.0 -0.1
H 2.542461 1.358628 -3.680698 0.2 0.0 0.1
H 2.037530 2.480170 -1.622890 0.3 0.1 0.0
H 1.027065 1.537110 -0.576718 0.0 -0.3 0.1
H -0.114597 3.567949 -0.300174 -0.1 0.0 0.2
H 0.065707 3.770021 -3.131323 -0.1 0.1 -0.1
C -3.101290 -1.124181 4.159189 0.1 0.0 0.0
C -2.715329 -0.571517 2.801256 -0.1 -0.2 0.1
O -1.705850 -1.371182 2.175913 -0.1 0.0 0.3
H -2.227282 -1.174074 4.808745 0.0 0.1 0.0
H -3.857632 -0.499208 4.634930 0.0 0.0 0.0
H -3.500633 -2.137047 4.064940 -0.1 0.0 0.0
H -2.299740 0.429612 2.900586 0.1 0.0 -0.1
H -3.589617 -0.518571 2.145183 0.0 0.1 0.0
H -2.063179 -2.259921 2.071133 0.1 0.0 0.0
C 2.854819 -0.323267 1.991306 0.0 0.0 0.0
C 2.254046 -0.741391 3.322342 -0.2 0.0 -0.2
O 0.934932 -0.234353 3.485424 0.1 0.1 0.0
H 2.874399 0.764458 1.911279 0.0 0.0 0.0
H 3.872742 -0.701177 1.881885 0.0 0.0 0.0
H 2.255137 -0.702172 1.159590 0.0 0.0 0.0
H 2.844567 -0.346483 4.147694 0.0 0.0 0.1
H 2.237634 -1.833920 3.407274 0.1 0.0 0.0
H 0.393089 -0.590735 2.771098 -0.2 -0.1 0.1
```
Positions in Å, forces in eV/Å.

=====

A 4-piece molecular cluster, C9H24BIN3O6S overall, computed with the ωB97M-V functional and the def2-TZVPD basis.

For the orbital gap, the calculation gives 0.22986 Eh. The value obtained for the LUMO energy is -0.181 Ha. The calculation puts the maximum force at 0.88 eV Å⁻¹. As for the net charge: +1.

XYZ file:
```
45
Properties=species:S:1:pos:R:3:forces:R:3
O 6.462765 -3.923185 0.808599 -0.6 -0.7 -0.1
B 5.522447 -3.012068 0.499367 0.6 0.1 0.0
O 5.491320 -1.740281 0.946300 -0.2 0.1 -0.7
O 4.492805 -3.442950 -0.421884 0.1 0.0 0.5
S 3.048281 -3.734846 0.124235 -0.6 0.1 -0.4
I 2.070165 -1.742475 1.020494 -0.6 0.2 -0.1
H 6.642724 -4.014535 1.747967 0.6 0.2 0.1
H 6.374976 -1.361724 0.874626 0.1 0.3 0.6
H 3.268899 -4.436725 1.261424 0.2 0.1 0.1
C -0.942555 -0.034435 -0.983016 0.2 0.0 0.4
C -0.793609 0.786083 0.273103 -0.1 0.0 -0.1
O -0.016241 0.476802 1.192453 0.4 -0.4 -0.2
N -1.551161 1.887451 0.366036 0.1 -0.1 0.1
C -2.511177 2.387968 -0.607473 0.0 0.1 0.2
H -0.278224 -0.893158 -0.932683 0.0 0.0 0.0
H -1.961471 -0.393772 -1.091797 0.0 0.0 -0.2
H -0.686559 0.558883 -1.858205 -0.1 0.0 -0.1
H -1.434547 2.425588 1.214475 -0.1 0.1 0.0
H -2.221386 3.388034 -0.927594 0.0 0.0 0.0
H -3.499732 2.444018 -0.153776 0.0 0.0 0.0
H -2.559275 1.739131 -1.474540 0.0 0.0 0.0
C -2.822980 -1.980862 -5.554189 0.0 0.0 0.1
C -1.916660 -1.491206 -4.450519 -0.1 0.0 -0.1
O -2.353563 -0.932216 -3.456654 0.1 0.0 0.0
N -0.580187 -1.692829 -4.604251 -0.1 -0.1 -0.1
C 0.110134 -2.330074 -5.711973 0.1 0.1 0.3
H -3.846760 -1.745746 -5.284720 0.0 0.0 0.1
H -2.585295 -1.488645 -6.497369 0.0 -0.1 0.0
H -2.731175 -3.059742 -5.681584 0.0 0.0 -0.1
H -0.028643 -1.340893 -3.838995 0.0 0.0 0.0
H 0.671442 -3.197157 -5.359973 0.0 0.0 -0.1
H 0.809832 -1.631711 -6.172712 0.0 0.0 -0.1
H -0.596715 -2.658761 -6.464387 0.0 0.0 0.0
C -0.361658 2.219602 3.845210 -0.1 0.1 0.3
C -1.071124 3.507802 4.179137 0.0 0.0 -0.1
O -1.515826 4.219047 3.288558 -0.1 0.0 -0.1
N -1.206717 3.851682 5.481861 0.0 -0.1 0.0
C -0.745926 3.130099 6.652903 -0.1 0.3 0.0
H -0.352132 2.111367 2.774191 0.2 -0.1 -0.1
H 0.669284 2.223139 4.201305 0.0 0.0 0.1
H -0.887122 1.363073 4.269924 0.1 0.0 0.1
H -1.693384 4.723379 5.620797 0.0 0.0 0.0
H -1.589848 2.876254 7.295507 0.0 -0.1 0.0
H -0.051703 3.745789 7.226223 0.0 -0.1 0.0
H -0.241719 2.214804 6.363600 0.0 0.0 0.0
```
Positions in Å, forces in eV/Å.

=====

C9H24BrMnO3 as an isolated structure at a distorted geometry, computed with the ωB97M-V functional and the def2-TZVPD basis.

For the orbital gap (spin up / spin down), the calculation gives 0.14433 / 0.14562 Eh. The spin multiplicity is 6. The value obtained for the LUMO energy (spin up / spin down) is -0.302 / -0.301 Ha. The calculation puts the maximum force at 2.53 eV Å⁻¹. As for the net charge: +1. The calculation puts the energy above the lowest of the compared OMol25 structures with the same formula, charge and spin at 68.6 kcal/mol.

XYZ file:
```
38
Properties=species:S:1:pos:R:3:forces:R:3
Mn -3.497275 -1.329052 -3.228708 1.6 0.6 1.6
Br -1.787578 -0.830747 -1.467237 -1.8 -0.8 -1.6
C -1.279672 -3.043398 2.299166 -0.9 0.7 -0.8
C -0.128159 -2.015560 2.433672 -1.4 -1.8 -0.5
C 1.023054 -2.439845 1.550317 0.2 -0.4 -0.1
O -0.618636 -0.743117 2.041609 0.3 0.5 0.5
H -1.271097 -3.844925 3.032137 0.2 -0.2 -0.1
H -1.409413 -3.418978 1.274010 0.6 -0.4 0.1
H -2.226192 -2.497786 2.393746 0.1 0.0 0.7
H 0.039484 -2.070148 3.507247 0.7 1.0 0.0
H 1.847118 -1.731513 1.578638 0.0 0.0 -0.1
H 0.625972 -2.567903 0.533529 0.1 0.5 -0.1
H 1.404927 -3.446025 1.740604 0.0 0.1 0.5
H -0.869919 -0.784243 1.113590 0.1 -0.1 0.1
C -2.832452 2.547889 0.697765 0.5 -0.4 -0.4
C -1.558883 3.098946 0.045747 -0.7 0.8 0.4
C -0.335860 2.948760 0.921266 0.6 -0.3 -0.1
O -1.429664 2.582948 -1.276953 0.0 0.0 0.2
H -2.656630 1.508864 1.001401 -0.1 0.0 0.2
H -3.627367 2.553073 -0.049878 -0.1 0.1 0.1
H -3.134937 3.149928 1.550966 0.0 -0.1 0.1
H -1.740943 4.176694 -0.022425 0.2 0.0 -0.6
H -0.102590 1.909278 1.176784 -0.3 0.0 0.2
H -0.496152 3.548867 1.818680 0.0 -0.3 0.2
H 0.584356 3.321410 0.466693 -0.2 0.2 -0.3
H -1.676325 1.654507 -1.218250 0.2 0.1 -0.1
C 2.723982 0.093142 -0.784943 0.8 -0.1 -0.4
C 2.348301 0.327164 -2.250937 -1.1 -1.2 0.4
C 2.264686 -0.990994 -3.055530 1.1 0.8 0.7
O 1.019202 0.888733 -2.263324 0.5 0.8 -0.6
H 3.441626 -0.730893 -0.730049 -0.1 0.0 0.2
H 1.840191 -0.146263 -0.195052 0.0 -0.1 0.0
H 3.204571 0.955140 -0.323463 -0.2 0.1 -0.1
H 3.052997 0.982452 -2.758709 -0.3 0.4 0.1
H 2.204613 -0.755327 -4.115194 -0.7 -0.2 0.0
H 1.436788 -1.546730 -2.614128 -0.1 -0.4 -0.5
H 3.195497 -1.554113 -2.945323 -0.1 -0.1 0.1
H 0.422380 0.239783 -1.877480 0.4 0.1 0.0
```
Positions in Å, forces in eV/Å.

=====

Number 1: E_tot -1821.28234 hartree. Number 2: E_tot -1165.61008 hartree. Number 3: E_tot -1693.65272 hartree. Number 4: E_tot -4307.67573 hartree.